Entry 1:
Entry from the Open Molecules 2025 dataset: an isolated ion of composition C2H3N2O2S and charge -1 (ωB97M-V with the def2-TZVPD basis set).

```
10
Properties=species:S:1:pos:R:3:forces:R:3:mulliken_charge:R:1
C -0.34652 -1.69705 0.24050 1.3 6.5 0.0 0.3836
C 1.15349 0.15635 -0.21355 1.4 -0.2 2.9 -0.6849
N -0.31280 -2.82419 0.19688 -0.4 -4.0 -0.1 -0.5167
N -0.12855 -0.32714 0.29230 -1.4 -1.8 -0.3 -0.1803
O -2.07598 1.28320 1.29728 1.0 -0.9 -2.3 -0.5991
O -1.02455 1.74485 -0.99078 -1.1 -1.6 1.7 -0.6402
S -1.68209 0.72332 -0.05890 0.2 2.2 0.4 0.5283
H 1.08144 0.96213 -0.93257 -0.5 -0.3 -0.6 0.2446
H 1.63139 0.76492 0.75542 -0.4 -1.9 -2.4 0.1592
H 1.70418 -0.78640 -0.58658 -0.2 1.9 0.7 0.3054
```
Positions in Å, forces in eV/Å.

E_HOMO: -4.52 eV
ΔE to the lowest compared entry with this formula, charge and spin: 10.4 kcal/mol
net charge: -1
molecular weight: 119.1 g/mol
multiplicity: 1

---

Entry 2:
Entry from the Open Molecules 2025 dataset: a 2-piece molecular cluster, C5H9N overall (ωB97M-V with the def2-TZVPD basis set).

```
15
Properties=species:S:1:pos:R:3:forces:R:3:mulliken_charge:R:1
C 1.95891 0.56171 -0.32831 0.3 -0.2 -0.1 0.0526
N 2.91735 -0.24323 -0.36547 -0.3 0.4 -0.2 -0.4743
C 2.00493 -0.26853 0.85238 -0.1 -0.1 0.4 -0.2726
H 1.49743 1.34542 -0.92075 0.1 -0.2 0.1 0.3099
H 1.34855 -1.13378 0.95065 0.1 0.2 0.0 0.1615
H 2.41678 0.11116 1.78649 0.0 0.0 -0.2 0.2195
C -1.31776 1.34693 -0.27180 -0.1 -0.1 0.0 -0.9164
C -1.32777 0.14673 0.29933 0.0 0.1 0.0 0.1621
C -1.37407 -1.15680 -0.44575 0.0 0.0 -0.1 -0.9762
H -1.29827 2.25979 0.31901 0.0 -0.2 -0.1 0.2730
H -1.34382 1.46322 -1.35571 0.0 -0.1 0.2 0.2991
H -1.30794 0.07847 1.38877 0.0 0.0 -0.2 0.3179
H -1.16509 -1.01514 -1.51124 -0.1 0.0 0.2 0.2825
H -2.36259 -1.62310 -0.35223 0.1 0.1 0.0 0.3190
H -0.64665 -1.87287 -0.04538 -0.1 0.1 -0.1 0.2423
```
Positions in Å, forces in eV/Å.

E_HOMO: -9.79 eV
ΔE to the lowest compared entry with this formula, charge and spin: 70.4 kcal/mol
molecular weight: 83.1 g/mol
multiplicity: 1
SMILES string: C1=NC1.C=CC

---

Entry 3:
Entry from the Open Molecules 2025 dataset: C12H30N2NaO8S as an isolated structure (ωB97M-V with the def2-TZVPD basis set).

```
54
Properties=species:S:1:pos:R:3:forces:R:3:mulliken_charge:R:1
Na 0.60012 1.28706 -0.09629 -0.1 0.6 0.0 0.6579
S -0.06359 4.09944 -0.52408 1.0 1.5 -0.6 1.0944
O 0.64000 5.20733 -1.18715 -0.3 -0.1 0.1 -0.7364
O 0.80524 3.53211 0.53781 0.5 -1.0 1.1 -0.7511
O -1.34553 4.52154 0.04277 -0.6 -0.4 0.0 -0.7521
O -0.22828 2.98690 -1.51981 -0.7 -1.2 -0.5 -0.8140
C 1.11211 0.53870 5.60581 -0.2 0.2 -0.1 -0.6495
O 2.30255 0.08675 5.00693 -0.1 -0.2 -0.1 -0.3574
C 2.90316 1.04394 4.15485 0.0 -0.1 -0.4 -0.6635
C 2.11077 1.37256 2.89145 -0.9 0.6 0.2 -1.1092
N 1.72691 0.23481 2.04303 1.0 0.7 0.1 0.1719
C 2.89402 -0.36889 1.43620 0.7 -1.0 -0.9 -0.9333
C 2.51877 -1.28627 0.26946 0.3 0.2 0.7 -0.4298
O 2.20625 -0.47540 -0.84768 -0.1 0.0 0.2 -0.2447
C 1.80235 -1.22138 -1.96137 -0.6 -0.6 -0.5 -0.8362
H 1.27647 1.44558 6.20070 0.1 -0.1 0.1 0.3075
H 0.74869 -0.26607 6.24039 0.0 0.0 0.1 0.2405
H 0.34398 0.79179 4.86635 0.0 -0.1 0.0 0.2586
H 3.85998 0.61271 3.86097 0.1 0.0 0.2 0.3553
H 3.07564 1.96750 4.71573 0.1 0.1 0.0 0.4102
H 2.66466 2.11232 2.31020 0.1 -0.2 -0.2 0.5323
H 1.19762 1.92699 3.12725 0.0 -0.1 0.1 0.4463
H 1.24689 -0.44677 2.62129 0.0 -0.1 -0.1 0.2113
H 3.59586 -0.90856 2.09206 -0.5 -0.3 0.4 0.4156
H 3.59768 0.33410 0.97439 -0.6 0.7 0.1 0.3856
H 1.67288 -1.93429 0.52583 -0.1 0.0 0.0 0.2681
H 3.38418 -1.93497 0.08773 0.0 0.0 -0.4 0.4359
H 1.48439 -0.56645 -2.77067 0.3 0.3 0.1 0.2717
H 0.91608 -1.84123 -1.76257 0.1 0.0 0.4 0.2700
H 2.58460 -1.90014 -2.31948 0.2 0.1 0.0 0.3721
C -1.63143 -1.27376 0.79831 0.5 0.0 0.5 -0.6692
O -1.43760 0.12230 0.81200 -0.1 -0.5 0.0 -0.0818
C -2.49657 0.80162 0.18171 -0.1 1.4 -1.0 -0.7269
C -2.70704 0.47937 -1.31259 -0.2 0.0 0.7 -1.0234
N -1.46621 0.44862 -2.06795 -0.1 0.1 0.0 0.3628
C -1.71156 -0.02712 -3.42886 0.0 0.1 0.5 -0.9297
C -1.72830 -1.55643 -3.42612 0.7 0.2 -0.8 -0.0195
O -2.18549 -2.08840 -4.67437 -0.4 0.2 0.2 -0.4319
C -2.71985 -3.37253 -4.48798 -0.3 -0.4 -0.7 -0.7375
H -2.57844 -1.53911 1.27784 -0.2 0.0 -0.2 0.3588
H -0.83526 -1.71161 1.40481 0.0 0.0 0.0 0.2056
H -1.55695 -1.69830 -0.20605 -0.2 0.1 -0.1 0.1134
H -2.23931 1.86652 0.21273 0.2 0.0 0.2 0.2864
H -3.45507 0.72770 0.70945 0.1 -0.5 0.2 0.4221
H -3.39217 1.26624 -1.65908 0.0 0.0 -0.1 0.4063
H -3.24506 -0.46658 -1.43594 0.1 -0.1 0.0 0.5058
H -1.08372 1.40966 -2.08626 0.0 -0.1 0.1 0.2004
H -0.88043 0.33492 -4.03377 -0.1 -0.1 -0.2 0.3843
H -2.64107 0.38797 -3.83915 0.0 -0.1 -0.1 0.3223
H -2.30505 -1.99640 -2.61091 -0.1 0.3 0.1 0.3608
H -0.67440 -1.84144 -3.30849 -0.2 -0.3 0.2 -0.0175
H -3.03505 -3.82582 -5.43520 0.5 0.4 -0.2 0.2855
H -3.66942 -3.36348 -3.93931 0.3 0.1 0.6 0.2963
H -1.95898 -4.03564 -4.06692 -0.2 -0.1 0.4 0.2987
```
Positions in Å, forces in eV/Å.

E_HOMO: -3.57 eV
ΔE to the lowest compared entry with this formula, charge and spin: 0.0 kcal/mol
net charge: -1
molecular weight: 385.4 g/mol
multiplicity: 1

---

Entry 4:
Entry from the Open Molecules 2025 dataset: C2H8N2O3S as an isolated structure (ωB97M-V with the def2-TZVPD basis set).

```
16
Properties=species:S:1:pos:R:3:forces:R:3:mulliken_charge:R:1
C 0.71080 -1.94432 0.10566 -0.4 4.9 -1.4 -0.5834
C -1.75313 0.57520 -1.32656 -2.2 -0.7 -1.9 -0.4952
N 0.47191 0.45309 1.82550 0.1 1.1 -0.8 -0.6256
N 0.32189 -0.19303 -0.65224 2.0 -2.3 1.4 -0.2948
O 1.10770 2.24308 0.14220 -0.2 -1.6 -0.2 -0.6093
O 2.58343 0.29515 0.40451 1.7 -0.8 -0.2 -0.5800
O -0.99644 0.01182 -0.28096 -0.9 0.5 0.8 -0.2621
S 1.28159 0.81845 0.40264 -1.3 1.6 -0.3 1.0198
H 1.13564 -2.39701 -0.72236 1.2 -0.9 -1.1 0.2577
H 1.24759 -1.58607 0.94013 0.8 -0.6 0.7 0.4274
H -0.27501 -2.16919 0.27356 -2.2 -0.8 0.6 0.2945
H -1.79242 -0.28433 -2.14410 0.0 2.2 1.2 0.2205
H -1.32724 1.55826 -1.71960 -0.5 -1.4 0.5 0.2587
H -2.88641 0.73772 -0.94646 2.9 -0.4 -0.6 0.2237
H 0.59456 1.31321 2.38029 -0.2 -0.5 0.0 0.3480
H -0.42445 0.56796 1.31780 -0.7 -0.3 1.4 0.4001
```
Positions in Å, forces in eV/Å.

E_HOMO: -10.35 eV
ΔE to the lowest compared entry with this formula, charge and spin: 108.6 kcal/mol
molecular weight: 140.2 g/mol
multiplicity: 1

---

The highest molecular weight belongs to which entry? C12H30N2NaO8S